{"formula": "C49H57ClN4O5SV", "method": "ωB97M-V with the def2-TZVPD basis set", "e_tot_ha": -4298.91828, "multiplicity": 1, "max_force_ev_per_a": 3.00, "charge": 1, "e_lumo_ev": [-4.020, -4.069], "homo_lumo_gap_ev": [6.26, 6.22], "e_homo_ev": [-10.276, -10.287], "species": ["V", "C", "C", "C", "C", "C", "C", "C", "N", "C", "C", "C", "C", "C", "C", "O", "C", "C", "C", "C", "C", "C", "C", "C", "C", "O", "C", "C", "C", "C", "C", "C", "H", "H", "H", "H", "H", "H", "H", "H", "H", "H", "H", "H", "H", "H", "H", "H", "H", "H", "H", "H", "H", "H", "H", "H", "H", "H", "H", "H", "H", "H", "H", "H", "H", "H", "H", "H", "H", "H", "H", "H", "N", "C", "C", "C", "C", "C", "C", "S", "N", "C", "C", "C", "C", "C", "C", "N", "H", "H", "H", "H", "H", "H", "H", "H", "H", "C", "C", "C", "C", "Cl", "C", "C", "C", "O", "C", "C", "O", "O", "H", "H", "H", "H", "H", "H", "H", "H"], "xyz": [[0.011, -0.074, -1.591], [1.391, 5.058, 3.631], [1.104, 3.557, 3.768], [2.435, 2.844, 4.055], [0.153, 3.325, 4.948], [0.466, 2.999, 2.507], [0.652, 1.679, 2.157], [0.175, 1.228, 0.921], [0.420, 0.069, 0.289], [1.044, -1.004, 0.812], [1.085, -1.460, 2.134], [1.942, -2.491, 2.451], [2.754, -3.037, 1.430], [2.711, -2.660, 0.108], [1.775, -1.650, -0.241], [1.542, -1.165, -1.405], [3.611, -3.250, -0.960], [4.455, -2.105, -1.538], [4.562, -4.321, -0.422], [2.754, -3.873, -2.067], [2.033, -3.087, 3.843], [1.500, -4.526, 3.770], [3.493, -3.090, 4.326], [1.199, -2.318, 4.869], [-0.475, 2.117, 0.011], [-0.626, 1.603, -1.164], [-0.820, 3.420, 0.447], [-0.338, 3.810, 1.680], [-1.764, 4.271, -0.385], [-1.945, 5.686, 0.171], [-1.277, 4.386, -1.836], [-3.121, 3.550, -0.344], [1.987, 5.388, 4.478], [0.482, 5.651, 3.623], [1.948, 5.260, 2.720], [2.982, 3.372, 4.833], [3.053, 2.813, 3.160], [2.275, 1.830, 4.413], [0.628, 3.673, 5.860], [-0.082, 2.270, 5.053], [-0.776, 3.869, 4.807], [1.213, 1.006, 2.781], [0.417, -1.031, 2.863], [3.440, -3.817, 1.709], [4.983, -1.582, -0.743], [3.817, -1.401, -2.064], [5.189, -2.505, -2.232], [5.242, -3.904, 0.317], [5.152, -4.707, -1.249], [4.021, -5.155, 0.018], [2.044, -3.156, -2.476], [2.205, -4.727, -1.675], [3.395, -4.222, -2.872], [2.071, -5.125, 3.065], [0.460, -4.517, 3.455], [1.565, -4.987, 4.752], [4.125, -3.729, 3.716], [3.538, -3.458, 5.349], [3.906, -2.082, 4.308], [0.138, -2.355, 4.639], [1.517, -1.280, 4.936], [1.336, -2.772, 5.847], [-0.559, 4.805, 2.024], [-0.999, 6.222, 0.203], [-2.380, 5.665, 1.167], [-2.624, 6.234, -0.478], [-0.328, 4.915, -1.877], [-2.010, 4.939, -2.421], [-1.145, 3.403, -2.284], [-3.473, 3.471, 0.683], [-3.034, 2.546, -0.755], [-3.858, 4.102, -0.923], [-1.906, 1.544, -4.976], [-3.047, 2.231, -4.525], [-3.444, 3.402, -5.151], [-4.548, 4.100, -4.688], [-5.253, 3.642, -3.590], [-4.852, 2.481, -2.947], [-3.757, 1.776, -3.416], [-3.195, 0.307, -2.567], [-1.594, 0.293, -3.008], [-1.141, 0.834, -4.083], [0.303, 0.743, -4.279], [0.893, 0.760, -5.541], [2.271, 0.748, -5.636], [3.012, 0.769, -4.459], [2.350, 0.725, -3.245], [1.024, 0.666, -3.144], [-1.415, 1.995, -5.736], [-2.890, 3.769, -6.001], [-4.858, 5.001, -5.191], [-6.109, 4.186, -3.224], [-5.387, 2.114, -2.086], [0.276, 0.741, -6.426], [2.755, 0.736, -6.599], [4.090, 0.797, -4.489], [2.899, 0.736, -2.310], [-2.288, -5.492, 0.236], [-2.628, -4.124, 0.746], [-2.490, -3.857, 2.103], [-2.833, -2.623, 2.622], [-2.613, -2.311, 4.305], [-3.368, -1.634, 1.811], [-3.513, -1.888, 0.465], [-3.111, -3.105, -0.084], [-3.277, -3.256, -1.446], [-2.120, -3.445, -2.225], [-1.130, -2.276, -2.120], [-0.348, -2.048, -3.048], [-1.168, -1.562, -1.083], [-2.595, -6.243, 0.961], [-1.212, -5.591, 0.096], [-2.794, -5.700, -0.702], [-2.130, -4.631, 2.763], [-3.652, -0.683, 2.232], [-3.942, -1.148, -0.196], [-2.462, -3.528, -3.260], [-1.568, -4.357, -1.965]], "forces_ev_per_angstrom": [[-1.19, -1.93, 0.63], [-0.04, -0.22, -0.01], [0.05, -0.02, 0.23], [-0.17, 0.10, -0.05], [0.16, 0.07, -0.14], [0.07, -0.40, -0.08], [-0.06, 0.09, 0.11], [-0.80, 1.56, -0.28], [0.04, -0.16, -0.73], [1.08, -1.21, -0.54], [0.23, -0.10, 0.15], [-0.19, 0.31, -0.07], [-0.17, 0.20, -0.14], [-0.18, 0.00, -0.33], [0.03, -0.31, 2.99], [-0.46, 0.69, -1.46], [0.06, -0.05, -0.11], [-0.04, -0.12, 0.04], [-0.19, 0.24, -0.05], [-0.01, 0.11, 0.03], [-0.02, -0.09, 0.21], [0.10, 0.21, 0.09], [-0.20, 0.01, -0.10], [0.11, -0.12, -0.19], [0.93, 0.20, 2.32], [-0.41, -0.19, -0.76], [-0.15, -0.01, -0.23], [0.02, -0.18, -0.29], [-0.13, 0.04, -0.05], [0.06, -0.30, -0.07], [-0.03, -0.08, 0.08], [0.13, 0.12, 0.00], [0.05, 0.07, 0.10], [-0.12, 0.10, -0.02], [0.10, 0.09, -0.11], [0.02, 0.06, 0.07], [0.13, -0.03, -0.03], [0.03, -0.16, -0.02], [-0.01, 0.05, 0.23], [-0.02, -0.15, 0.05], [-0.18, 0.09, 0.01], [0.14, -0.01, 0.07], [-0.02, 0.06, 0.12], [0.12, -0.13, 0.01], [0.08, 0.07, 0.05], [0.02, 0.10, -0.09], [0.11, -0.01, -0.15], [0.13, -0.01, 0.14], [0.10, -0.05, -0.06], [-0.06, -0.13, 0.09], [-0.01, -0.06, -0.05], [-0.11, -0.12, 0.01], [0.08, -0.09, -0.14], [0.06, -0.12, -0.07], [-0.15, -0.06, -0.04], [-0.02, -0.14, 0.12], [0.11, -0.07, -0.06], [0.02, -0.05, 0.08], [0.05, 0.08, 0.01], [-0.11, 0.05, -0.05], [0.02, 0.18, 0.03], [0.01, -0.04, 0.13], [-0.04, 0.15, -0.03], [0.09, 0.09, 0.04], [-0.04, 0.06, 0.13], [-0.05, 0.07, -0.04], [0.12, 0.08, -0.04], [-0.07, 0.09, -0.09], [-0.04, 0.06, -0.09], [-0.06, 0.00, 0.09], [-0.04, -0.07, -0.03], [-0.09, 0.06, -0.06], [0.69, -0.56, 0.05], [-0.74, 0.39, 0.33], [0.05, -0.15, 0.07], [-0.02, -0.06, 0.01], [-0.06, -0.04, 0.00], [0.14, -0.08, -0.13], [0.44, -0.25, -0.07], [-1.14, 0.13, -0.09], [1.22, 0.72, -0.78], [-1.18, 0.06, 0.19], [0.87, 0.11, -0.77], [-0.36, 0.00, 0.47], [0.22, 0.01, 0.52], [-0.21, 0.00, -0.37], [0.53, 0.03, 0.16], [0.65, 0.80, -1.54], [-0.02, -0.09, 0.15], [0.10, 0.06, -0.15], [-0.02, 0.13, -0.06], [-0.11, 0.04, 0.01], [-0.07, 0.00, 0.17], [-0.07, 0.05, -0.06], [0.06, 0.00, -0.08], [0.08, 0.02, 0.09], [-0.08, -0.11, -0.12], [0.01, 0.02, -0.02], [-0.20, 0.23, -0.42], [-0.05, 0.29, 0.10], [0.02, -0.08, -0.33], [0.00, 0.05, 0.36], [0.04, -0.06, 0.00], [-0.08, -0.37, -0.14], [-0.08, 0.06, 0.71], [-0.12, -0.14, 0.08], [0.36, 0.23, 0.05], [-0.61, -1.72, -1.54], [0.29, 0.49, 0.06], [0.24, 1.23, 1.45], [0.00, -0.06, 0.02], [0.08, -0.09, -0.10], [-0.01, -0.07, -0.06], [0.06, -0.10, 0.09], [-0.07, 0.09, 0.05], [0.07, 0.07, -0.01], [0.18, 0.03, 0.17], [-0.09, 0.05, -0.03]]}


{"formula": "C26H20AgBN5O6", "method": "ωB97M-V with the def2-TZVPD basis set", "e_tot_ha": -1899.87489, "multiplicity": 1, "max_force_ev_per_a": 1.72, "charge": -1, "e_lumo_ev": 1.443, "homo_lumo_gap_ev": 5.16, "e_homo_ev": -3.721, "species": ["Ag", "C", "C", "N", "H", "H", "H", "O", "C", "O", "C", "C", "C", "C", "C", "C", "N", "O", "O", "H", "H", "H", "H", "O", "B", "O", "C", "C", "C", "C", "C", "C", "H", "H", "H", "H", "C", "C", "N", "C", "C", "C", "C", "C", "C", "C", "C", "N", "C", "N", "H", "H", "H", "H", "H", "H", "H", "H", "H"], "xyz": [[-0.079, -0.192, -0.077], [4.253, -0.419, 0.161], [2.963, -0.406, -0.458], [1.958, -0.407, -1.012], [5.038, -0.525, -0.589], [4.291, -1.236, 0.880], [4.380, 0.511, 0.712], [2.328, -0.111, 2.210], [1.236, -0.181, 2.783], [0.108, -0.293, 2.256], [1.220, -0.132, 4.305], [0.007, -0.019, 4.978], [-0.026, 0.013, 6.352], [1.170, -0.080, 7.066], [2.392, -0.185, 6.401], [2.407, -0.211, 5.024], [1.140, -0.077, 8.484], [2.204, -0.169, 9.093], [0.050, 0.012, 9.044], [-0.900, 0.035, 4.398], [-0.960, 0.105, 6.886], [3.304, -0.244, 6.977], [3.336, -0.296, 4.482], [-3.219, -1.546, -0.261], [-2.251, -0.513, -0.356], [-2.982, 0.709, -0.324], [-4.286, 0.418, -0.186], [-5.376, 1.260, -0.087], [-6.624, 0.668, 0.054], [-6.773, -0.711, 0.090], [-5.678, -1.561, -0.014], [-4.434, -0.978, -0.150], [-5.260, 2.333, -0.114], [-7.495, 1.303, 0.137], [-7.762, -1.131, 0.204], [-5.793, -2.633, 0.014], [-0.669, 4.444, -0.963], [-0.741, 3.062, -0.883], [0.201, 2.330, -0.295], [1.247, 2.943, 0.221], [1.428, 4.333, 0.186], [0.425, 5.092, -0.418], [2.560, 4.967, 0.836], [3.854, 4.590, 0.778], [4.445, 3.633, -0.121], [5.809, 3.299, -0.012], [6.337, 2.469, -0.974], [5.610, 1.983, -1.981], [4.329, 2.330, -1.982], [3.720, 3.116, -1.128], [-1.458, 5.005, -1.441], [-1.583, 2.511, -1.273], [1.965, 2.317, 0.730], [0.511, 6.170, -0.464], [2.315, 5.828, 1.448], [4.566, 5.106, 1.412], [6.414, 3.686, 0.794], [7.378, 2.165, -0.959], [3.717, 1.917, -2.778]], "forces_ev_per_angstrom": [[-1.23, -0.48, -0.37], [0.67, 0.00, 0.43], [-0.55, -0.08, -0.54], [0.44, 0.03, -0.12], [-0.07, 0.01, 0.00], [0.01, 0.06, 0.00], [0.06, -0.02, 0.05], [1.06, 0.17, -0.11], [-0.88, -0.09, -0.05], [0.08, 0.10, 0.30], [0.08, -0.04, 0.04], [0.14, 0.00, -0.11], [0.12, 0.00, 0.47], [0.03, 0.00, -1.67], [-0.14, 0.01, 0.50], [-0.12, 0.04, -0.10], [-0.05, 0.01, 1.72], [-0.50, 0.06, -0.23], [0.55, -0.03, -0.20], [-0.04, 0.00, -0.11], [0.01, -0.03, 0.04], [-0.01, -0.03, 0.02], [0.05, 0.02, -0.09], [0.16, -0.57, -0.04], [1.13, 0.11, 0.04], [-0.06, 0.63, -0.07], [-0.75, -0.58, 0.04], [0.46, -0.06, -0.04], [-0.29, -0.04, 0.02], [-0.25, 0.15, 0.01], [0.41, -0.07, -0.03], [-0.52, 0.76, 0.03], [0.04, 0.10, 0.00], [-0.09, 0.00, 0.02], [-0.06, -0.04, 0.00], [0.02, -0.11, 0.00], [-0.04, -0.01, -0.10], [-0.06, 0.13, -0.04], [0.08, -0.03, 0.04], [-0.01, 0.44, 0.18], [-0.77, -0.19, -0.30], [0.25, -0.26, 0.22], [0.95, -0.09, 0.07], [-0.84, 0.78, 0.59], [0.74, -0.91, -0.87], [-0.57, 0.19, 0.09], [-0.05, -0.20, -0.29], [0.35, -0.17, 0.08], [0.05, -0.29, -0.42], [-0.03, 0.57, 0.58], [-0.09, 0.01, -0.04], [-0.10, -0.06, -0.05], [0.12, -0.15, 0.09], [-0.01, 0.05, 0.03], [0.08, 0.00, 0.12], [-0.05, 0.08, 0.00], [0.06, 0.05, 0.07], [0.03, 0.08, 0.07], [0.00, 0.01, 0.01]]}


{"formula": "C5H11NO", "method": "ωB97M-V with the def2-TZVPD basis set", "e_tot_ha": -326.90710, "multiplicity": 1, "max_force_ev_per_a": 3.42, "e_lumo_ev": -0.763, "smiles": "C=CC(=C)NC.O", "homo_lumo_gap_ev": 5.39, "e_homo_ev": -6.152, "species": ["C", "C", "C", "C", "N", "C", "H", "H", "H", "H", "H", "H", "H", "H", "H", "O", "H", "H"], "xyz": [[1.873, -1.667, 0.345], [1.149, -1.350, -0.753], [-0.297, -1.375, -0.722], [-1.129, -1.814, -1.729], [-0.762, -0.753, 0.499], [-2.149, -0.993, 0.880], [1.336, -1.618, 1.281], [2.838, -2.134, 0.231], [1.624, -1.289, -1.724], [-1.600, -2.795, -1.695], [-1.637, -1.180, -2.444], [-0.579, 0.242, 0.396], [-2.776, -0.172, 0.531], [-2.541, -1.929, 0.502], [-2.242, -0.916, 1.967], [2.237, 6.665, 1.199], [1.605, 6.430, 0.525], [3.050, 6.647, 0.709]], "forces_ev_per_angstrom": [[-1.20, -0.14, -0.71], [1.00, 0.34, -0.53], [-0.86, 2.72, 1.88], [-0.29, -1.95, -0.78], [-0.21, -1.35, -1.09], [-0.24, 1.09, 0.38], [0.30, -0.44, 0.27], [0.38, 0.48, 0.29], [-0.16, -0.43, -0.13], [-0.15, 0.16, 0.49], [0.63, 0.40, -0.13], [0.65, -0.27, 0.51], [-0.23, -0.12, -0.39], [0.18, -0.05, -0.05], [0.20, -0.44, -0.01], [-0.27, 0.03, 0.30], [-0.58, -0.10, -0.15], [0.85, 0.07, -0.15]]}


{"formula": "C6H7I", "method": "ωB97M-V with the def2-TZVPD basis set", "e_tot_ha": -530.40579, "multiplicity": 1, "max_force_ev_per_a": 4.76, "e_lumo_ev": 0.657, "smiles": "C=C=C/C(C)=C/I", "homo_lumo_gap_ev": 9.08, "e_homo_ev": -8.419, "species": ["C", "C", "C", "C", "C", "C", "I", "H", "H", "H", "H", "H", "H", "H"], "xyz": [[-1.728, 1.929, -1.183], [-0.545, 1.401, -0.831], [0.492, 0.870, -0.278], [0.637, -0.437, 0.360], [-0.585, -1.339, 0.559], [1.858, -0.805, 0.767], [2.452, -2.421, 1.863], [-1.966, 1.684, -2.153], [-2.178, 2.674, -0.624], [1.495, 1.258, -0.292], [-0.692, -1.730, 1.578], [-0.569, -2.127, -0.178], [-1.378, -0.777, 0.071], [2.704, -0.179, 0.341]], "forces_ev_per_angstrom": [[4.33, -1.84, 0.71], [-2.83, 1.29, 0.32], [1.60, -1.06, 0.02], [-0.95, -1.89, 1.24], [0.54, 1.16, -1.08], [1.10, 1.79, -1.59], [-0.12, -0.33, 0.05], [-1.24, -0.11, -2.11], [-1.12, 1.07, 1.08], [0.07, 1.11, -0.64], [-0.37, 0.34, -0.45], [0.68, -0.92, 0.11], [-0.86, 0.22, 1.21], [-0.83, -0.82, 1.13]]}


Copy entry 3 word for word.
{"formula": "C5H11NO", "method": "ωB97M-V with the def2-TZVPD basis set", "e_tot_ha": -326.90710, "multiplicity": 1, "max_force_ev_per_a": 3.42, "e_lumo_ev": -0.763, "smiles": "C=CC(=C)NC.O", "homo_lumo_gap_ev": 5.39, "e_homo_ev": -6.152, "species": ["C", "C", "C", "C", "N", "C", "H", "H", "H", "H", "H", "H", "H", "H", "H", "O", "H", "H"], "xyz": [[1.873, -1.667, 0.345], [1.149, -1.350, -0.753], [-0.297, -1.375, -0.722], [-1.129, -1.814, -1.729], [-0.762, -0.753, 0.499], [-2.149, -0.993, 0.880], [1.336, -1.618, 1.281], [2.838, -2.134, 0.231], [1.624, -1.289, -1.724], [-1.600, -2.795, -1.695], [-1.637, -1.180, -2.444], [-0.579, 0.242, 0.396], [-2.776, -0.172, 0.531], [-2.541, -1.929, 0.502], [-2.242, -0.916, 1.967], [2.237, 6.665, 1.199], [1.605, 6.430, 0.525], [3.050, 6.647, 0.709]], "forces_ev_per_angstrom": [[-1.20, -0.14, -0.71], [1.00, 0.34, -0.53], [-0.86, 2.72, 1.88], [-0.29, -1.95, -0.78], [-0.21, -1.35, -1.09], [-0.24, 1.09, 0.38], [0.30, -0.44, 0.27], [0.38, 0.48, 0.29], [-0.16, -0.43, -0.13], [-0.15, 0.16, 0.49], [0.63, 0.40, -0.13], [0.65, -0.27, 0.51], [-0.23, -0.12, -0.39], [0.18, -0.05, -0.05], [0.20, -0.44, -0.01], [-0.27, 0.03, 0.30], [-0.58, -0.10, -0.15], [0.85, 0.07, -0.15]]}